#i
The following is a DFT calculation (ωB97M-V with the def2-TZVPD basis set) of one molecule with the formula C6H4O.

CARTESIAN COORDINATES (ANGSTROEM)
C (2.9483, -0.0477, -0.0019)
C (1.7484, -0.1604, -0.0227)
C (0.3203, -0.3160, -0.0644)
C (-0.5273, 0.7251, 0.0585)
C (-1.9766, 0.5223, 0.0261)
C (-2.6502, -0.4981, -0.4469)
O (-0.0730, -1.5963, -0.2391)
H (4.0129, 0.0548, 0.0130)
H (-0.1464, 1.7208, 0.2390)
H (-2.6257, 1.2725, 0.4940)
H (-1.0307, -1.6769, -0.0556)

Summary:
- orbital gap (eV) = 8.00
- spin multiplicity = 1
- highest occupied orbital energy (eV) = -8.8647
- molecular weight (g/mol) = 92.10
- total charge = 0

Mulliken population analysis, charges in e, atoms 1 to 4: number 1, C, carries 0.364; number 2, C, carries -0.490; number 3, C, carries 0.074; number 4, C, carries -0.323


#ii
The following is a DFT calculation (ωB97M-V with the def2-TZVPD basis set) of one molecule with the formula C6H4O.

CARTESIAN COORDINATES (ANGSTROEM)
C (-2.4834, -0.1718, -0.8149)
C (-1.1484, 0.1525, -0.3439)
C (-0.0736, 0.3937, 0.1422)
C (1.1421, 0.6109, 0.8799)
O (1.4227, 1.6492, 1.4375)
C (2.1263, -0.4609, 0.8318)
C (3.2497, -0.6966, 0.4635)
H (-2.8542, 0.5784, -1.5176)
H (-3.1481, -0.1924, 0.0544)
H (-2.4981, -1.1553, -1.2913)
H (4.2651, -0.7076, 0.1584)

Summary:
- orbital gap (eV) = 10.06
- spin multiplicity = 1
- highest occupied orbital energy (eV) = -10.1387
- SMILES = C#CC(=O)C#CC
- molecular weight (g/mol) = 92.10
- total charge = 0

Mulliken population analysis, charges in e, atoms 1 to 4: number 1, C, carries -1.195; number 2, C, carries 0.909; number 3, C, carries -0.115; number 4, C, carries 0.128


The relative energies come out as #i 172.5; #ii 0.0, with values in kJ/mol.


#i
The following is a DFT calculation (ωB97M-V with the def2-TZVPD basis set) of one molecule with the formula C6H4O.

CARTESIAN COORDINATES (ANGSTROEM)
C (-2.0048, -0.5608, -0.9901)
C (-1.0519, -1.3353, -0.8236)
C (0.0445, -1.2355, 0.0760)
C (1.1123, -0.5106, -0.4317)
C (1.0650, 0.7572, 0.1858)
C (0.0534, 0.6855, 1.1089)
O (-0.4647, -0.5371, 1.1763)
H (-1.7236, 0.4789, -0.7175)
H (1.7020, -0.7919, -1.2947)
H (1.6285, 1.6379, -0.0828)
H (-0.3608, 1.4116, 1.7933)

Summary:
- orbital gap (spin up / spin down) (eV) = 8.77 / 8.77
- spin multiplicity = 1
- highest occupied orbital energy (spin up / spin down) (eV) = -8.6435 / -8.6443
- SMILES = C#Cc1ccco1
- molecular weight (g/mol) = 92.10
- total charge = 0

Mulliken population analysis, charges in e, atoms 1 to 4: number 1, C, carries -0.227; number 2, C, carries -0.248; number 3, C, carries 0.173; number 4, C, carries -0.170


#ii
The following is a DFT calculation (ωB97M-V with the def2-TZVPD basis set) of a 2-piece molecular cluster, C6H4O overall.

CARTESIAN COORDINATES (ANGSTROEM)
C (1.8037, -0.4331, -0.8742)
C (-0.3140, 0.9717, -2.0048)
C (-0.3862, 0.5115, -0.8298)
C (-0.4243, -0.0041, 0.4645)
O (0.5846, -0.5981, 0.9012)
C (-1.6014, 0.1334, 1.2903)
C (-2.5861, 0.2550, 1.9724)
H (1.4527, -1.3893, -1.2406)
H (2.4989, -0.4442, -0.0465)
H (1.9334, 0.3472, -1.6091)
H (-3.4613, 0.3635, 2.5769)

Summary:
- orbital gap (spin up / spin down) (eV) = 8.01 / 8.01
- spin multiplicity = 1
- highest occupied orbital energy (spin up / spin down) (eV) = -9.6590 / -9.6597
- molecular weight (g/mol) = 92.10
- total charge = 0

Mulliken population analysis, charges in e, atoms 1 to 4: number 1, C, carries -0.582; number 2, C, carries -0.677; number 3, C, carries 0.129; number 4, C, carries 0.699


The relative energies come out as #i 0.0; #ii 266.2, with values in kJ/mol.


#i
The following is a DFT calculation (ωB97M-V with the def2-TZVPD basis set) of one molecule with the formula C6H4O.

CARTESIAN COORDINATES (ANGSTROEM)
C (-1.4078, 2.9492, -0.1502)
C (-0.7912, 1.8230, -0.1175)
C (0.0328, 0.6433, -0.2192)
C (0.5745, -0.0188, 0.8375)
C (0.7695, -1.3567, 0.3957)
C (0.3237, -1.3929, -0.8866)
O (-0.1479, -0.1843, -1.2738)
H (-1.4876, 1.3039, 0.5952)
H (0.7269, 0.4068, 1.8217)
H (1.1554, -2.1805, 0.9757)
H (0.2829, -2.1639, -1.6375)

Summary:
- orbital gap (eV) = 9.11
- spin multiplicity = 1
- highest occupied orbital energy (eV) = -9.1134
- molecular weight (g/mol) = 92.10
- total charge = 0

Mulliken population analysis, charges in e, atoms 1 to 4: number 1, C, carries -0.412; number 2, C, carries 0.031; number 3, C, carries 0.256; number 4, C, carries -0.340


#ii
The following is a DFT calculation (ωB97M-V with the def2-TZVPD basis set) of one molecule with the formula C6H4O.

CARTESIAN COORDINATES (ANGSTROEM)
C (3.5681, 0.2664, 0.3869)
C (2.3838, 0.3285, 0.1698)
C (1.0306, 0.6189, -0.1929)
C (-0.0912, 0.0313, 0.1639)
C (-1.3586, -0.2244, 0.2055)
C (-2.6135, -0.7530, -0.2505)
O (-2.4687, 0.0882, 0.9260)
H (4.6159, 0.2082, 0.5838)
H (0.9300, 1.4819, -0.8518)
H (-2.9041, -1.7760, -0.0406)
H (-3.0922, -0.2700, -1.0999)

Summary:
- orbital gap (eV) = 9.86
- spin multiplicity = 1
- highest occupied orbital energy (eV) = -9.2774
- SMILES = C#CC=C=C1CO1
- molecular weight (g/mol) = 92.10
- total charge = 0

Mulliken population analysis, charges in e, atoms 1 to 4: number 1, C, carries 0.474; number 2, C, carries -0.506; number 3, C, carries -0.917; number 4, C, carries 0.135


#iii
The following is a DFT calculation (ωB97M-V with the def2-TZVPD basis set) of one molecule with the formula C6H4O.

CARTESIAN COORDINATES (ANGSTROEM)
C (0.9207, 0.2026, 0.5608)
C (1.7120, -0.9476, -0.3881)
C (1.3526, 0.1580, -0.9739)
C (0.2938, 1.0253, -0.5812)
C (-0.5742, 0.1896, 0.3159)
C (-1.2500, -1.0822, -0.1404)
O (-1.2155, -1.5131, -1.2620)
H (1.4268, 0.7085, 1.3734)
H (0.3055, 2.1080, -0.6162)
H (-1.1641, 0.7503, 1.0437)
H (-1.8075, -1.5994, 0.6680)

Summary:
- orbital gap (eV) = 9.74
- spin multiplicity = 1
- highest occupied orbital energy (eV) = -9.3878
- molecular weight (g/mol) = 92.10
- total charge = 0

Mulliken population analysis, charges in e, atoms 1 to 4: number 1, C, carries -0.117; number 2, C, carries -0.725; number 3, C, carries 0.221; number 4, C, carries -0.329


The relative energies come out as #i 0.0; #ii 17.0; #iii 135.3, with values in kJ/mol.